1.
A 3-piece molecular cluster, C3H10NO4 overall in a non-equilibrium geometry. Source: OMol25; level of theory: ωB97M-V/def2-TZVPD.

Results
Total charge: -1
LUMO level (eV): 3.691
HOMO-LUMO gap (eV): 8.21
Multiplicity: 1
Relative energy (zero: lowest compared OMol25 entry of this formula, charge and spin) (kJ/mol): 314.8
Calculated total energy (eV): -12953.0500

Last column: natural (NBO) charge in e.
CARTESIAN COORDINATES (ANGSTROEM)
O: 1.06852 3.04286 -1.62630  -0.566
C: 0.90906 1.83903 -1.47920  0.461
C: 0.08244 1.09668 -0.41247  -0.326
N: 1.03599 0.42580 0.43591  -0.638
C: 0.68110 -0.52189 1.44560  0.118
O: -0.29632 -1.56769 1.12751  -0.915
H: 1.45714 1.11443 -2.09891  0.105
H: -0.44925 0.38942 -0.98602  0.230
H: -0.62343 1.82613 0.07587  0.168
H: 1.36005 1.20092 1.06816  0.340
H: 0.31373 0.05576 2.34654  0.102
H: 1.70535 -1.02844 1.69844  0.128
H: -0.12926 -1.89037 -0.27189  0.492
H: -0.07906 -3.21077 -0.94408  0.440
O: 0.10350 -2.29400 -1.22892  -1.054
H: -3.11267 -0.98430 0.42623  0.442
H: -1.80807 -1.07204 1.27691  0.513
O: -2.86595 -0.91420 1.35693  -1.038

---

2.
A single C7H12O molecule in a non-equilibrium geometry. Source: OMol25; level of theory: ωB97M-V/def2-TZVPD.

Results
Total charge: 0
LUMO level (eV): 0.905
HOMO-LUMO gap (eV): 10.46
Multiplicity: 1
Relative energy (zero: lowest compared OMol25 entry of this formula, charge and spin) (kJ/mol): 84.2
Calculated total energy (eV): -9499.9454

Last column: natural (NBO) charge in e.
CARTESIAN COORDINATES (ANGSTROEM)
C: -1.61359 -0.46273 -2.08836  -0.409
C: -1.51482 -0.26493 -0.78166  0.038
C: -2.33278 -1.07823 0.18708  -0.640
C: -0.46607 0.65846 -0.21696  -0.441
C: 0.90189 0.05618 0.03790  -0.391
C: 1.85389 0.95846 0.80038  -0.526
C: 2.95531 0.24239 1.51837  0.456
O: 3.34834 0.53390 2.61272  -0.508
H: -2.28169 -1.24680 -2.43730  0.191
H: -1.00284 0.03122 -2.82967  0.197
H: -2.96190 -1.77134 -0.36595  0.215
H: -1.68378 -1.68054 0.83374  0.212
H: -2.90429 -0.43466 0.84592  0.216
H: -0.44077 1.53742 -0.88043  0.212
H: -0.86985 1.19886 0.62320  0.205
H: 0.77811 -0.90922 0.52697  0.205
H: 1.29075 -0.13148 -0.95592  0.210
H: 2.26895 1.74785 0.16763  0.236
H: 1.30306 1.61228 1.48296  0.225
H: 3.37208 -0.59709 0.91938  0.097

---

3.
C28H32N6O3S4Y as an isolated structure. Source: OMol25; level of theory: ωB97M-V/def2-TZVPD.

Results
Total charge: -1
LUMO level (eV): 2.029
HOMO-LUMO gap (eV): 6.48
Multiplicity: 1
Calculated total energy (eV): -89031.6667

Last column: natural (NBO) charge in e.
CARTESIAN COORDINATES (ANGSTROEM)
Y: 0.20866 -0.62912 -0.55686  1.722
C: 2.52841 -1.53649 2.16537  -0.405
N: 1.95977 -0.25998 1.71242  -0.484
C: 3.03540 0.48909 1.02906  -0.214
C: 2.58417 1.78257 0.36839  -0.240
N: 1.92198 1.56720 -0.92492  -0.495
C: 2.92830 1.35539 -1.97935  -0.405
C: 1.11333 2.70662 -1.32198  0.120
C: 1.51344 4.00022 -1.00486  -0.188
C: 0.78541 5.10887 -1.40618  -0.263
C: -0.36965 4.92740 -2.15179  -0.221
C: -0.76945 3.64728 -2.48817  -0.229
C: -0.04301 2.51565 -2.09479  -0.133
S: -0.62954 0.94534 -2.60463  -0.408
C: 1.40793 0.49480 2.82148  0.065
C: 2.05228 0.50460 4.05614  -0.178
C: 1.54678 1.19619 5.14398  -0.275
C: 0.36052 1.90362 5.00201  -0.216
C: -0.28595 1.91322 3.78176  -0.227
C: 0.21587 1.22344 2.66472  -0.151
S: -0.65678 1.36652 1.15941  -0.394
H: 3.47431 -1.40569 2.70646  0.168
H: 2.73077 -2.17011 1.30761  0.232
H: 1.82262 -2.04848 2.81701  0.212
H: 3.47820 -0.17653 0.28277  0.233
H: 3.81942 0.74247 1.75913  0.177
H: 3.47923 2.40906 0.24686  0.177
H: 1.89277 2.30594 1.02674  0.244
H: 3.57805 2.23842 -2.06526  0.162
H: 2.42103 1.19357 -2.92862  0.229
H: 3.53235 0.47477 -1.77433  0.231
H: 2.41457 4.15776 -0.42504  0.196
H: 1.12241 6.10200 -1.13536  0.198
H: -0.95502 5.78182 -2.47143  0.198
H: -1.66914 3.47733 -3.06621  0.212
H: 2.97931 -0.04131 4.18132  0.198
H: 2.07460 1.18204 6.08920  0.200
H: -0.05221 2.45038 5.84187  0.201
H: -1.21027 2.46256 3.65308  0.212
N: -1.48170 -1.80417 1.06367  -0.871
C: -0.92021 -2.99612 1.71287  -0.301
C: 0.24522 -3.62381 0.93775  0.642
O: 0.64290 -4.73619 1.30816  -0.714
N: 0.74858 -2.85495 -0.02371  -0.833
C: 1.95784 -3.38215 -0.64416  -0.345
C: 2.69917 -2.26306 -1.38843  0.791
O: 3.90799 -2.35006 -1.57710  -0.681
O: 1.95597 -1.27978 -1.76954  -0.884
H: -2.28196 -2.05459 0.50029  0.388
H: -1.81347 -1.13314 1.74377  0.401
H: -0.51729 -2.71862 2.68940  0.208
H: -1.66415 -3.77835 1.87855  0.195
H: 2.62006 -3.85048 0.08652  0.221
H: 1.73208 -4.17625 -1.36854  0.196
C: 0.02990 -2.92829 -3.42449  -0.662
C: -1.40185 -2.70292 -3.10911  0.128
N: -1.87501 -1.85532 -2.24925  -0.450
C: -3.26080 -1.80802 -2.28572  0.112
C: -3.82602 -2.70924 -3.13728  -0.445
S: -2.62597 -3.58264 -3.98108  0.411
C: -4.07647 -0.79196 -1.61149  0.106
C: -5.28036 -0.38766 -2.10796  -0.431
S: -5.98561 0.78776 -1.09018  0.376
C: -4.59407 0.66811 -0.02993  0.115
N: -3.70869 -0.17590 -0.44020  -0.417
C: -4.55078 1.50233 1.20197  -0.662
H: 0.55392 -1.97340 -3.46572  0.285
H: 0.14236 -3.45015 -4.37327  0.219
H: 0.50116 -3.52039 -2.64192  0.254
H: -4.87132 -2.88943 -3.32392  0.237
H: -5.76845 -0.69445 -3.01806  0.235
H: -5.55956 1.78286 1.50657  0.212
H: -3.96908 2.40547 1.01444  0.256
H: -4.04516 0.96651 2.00009  0.246